# 1
This record from the OMol25 dataset describes one molecule with the formula C3H3N5 at a distorted geometry. The level of theory is ωB97M-V with the def2-TZVPD basis set.

## Properties
M   109.09 g mol⁻¹
Total charge   0
E_LUMO   0.26 eV
HOMO-LUMO gap   9.3 eV
F_max   8.10 eV/A
DFT total energy   -389.74141 Ha
Structure (SMILES)   c1nnn2cn[nH]c12

Geometry as XYZ:
```
11
Properties=species:S:1:pos:R:3:mulliken_charge:R:1
C -0.5407 -1.2231 -1.0577 -0.586
N -1.3235 -0.1964 -1.5318 -0.289
N -1.1390 0.9425 -0.9355 -0.703
N -0.2211 0.5614 0.0538 0.510
C 0.5036 1.2095 0.9110 0.309
N 1.2456 0.4016 1.4249 -0.584
N 1.1438 -0.8482 0.9615 -0.116
C 0.1312 -0.7638 -0.0554 0.396
H -0.2554 -2.1475 -1.5423 0.341
H 0.5697 2.3657 0.9650 0.343
H 1.1799 -1.5805 1.9790 0.378
```

=====

# 2
This record from the OMol25 dataset describes one molecule with the formula C3H3N5 at a distorted geometry. The level of theory is ωB97M-V with the def2-TZVPD basis set.

## Properties
M   109.09 g mol⁻¹
Total charge   0
E_LUMO   -0.85 eV
HOMO-LUMO gap   9.1 eV
F_max   1.71 eV/A
DFT total energy   -389.77589 Ha
Structure (SMILES)   [H]/N=c1/nccnnn1

Geometry as XYZ:
```
11
Properties=species:S:1:pos:R:3:mulliken_charge:R:1
H -0.8051 1.4404 2.0572 0.269
N -1.0322 1.5824 1.0357 -0.620
C -0.1222 1.0301 0.3437 0.662
N -0.1399 1.0078 -1.0390 -0.462
C -0.2686 -0.1404 -1.5867 -0.039
C -0.4513 -1.3505 -0.7678 -0.044
N 0.0258 -1.6234 0.3820 -0.254
N 1.1153 -0.8435 0.7974 -0.069
N 1.0766 0.3977 0.7980 -0.230
H -0.3357 -0.2083 -2.6556 0.391
H -1.1249 -2.1148 -1.1554 0.397
```

=====

Among the records above, which one has the lowest F_max?
number 2